Record 1
C35H37N5P2PtSeTe | wB97M-V/def2-TZVPD

Geometry as XYZ:
```
82
Properties=species:S:1:pos:R:3:forces:R:3
Pt -0.44088 0.47895 2.41984 -0.08 0.19 0.03
N 0.80858 -0.45044 3.77280 -0.02 -0.03 0.09
C 0.26185 -0.16798 5.14784 0.01 0.00 -0.07
C -0.44510 1.20152 5.21906 -0.03 0.05 -0.04
N -0.26788 1.93111 3.93388 0.02 -0.11 0.04
C -1.18153 3.06839 3.64570 0.06 0.04 0.05
C -2.37563 2.59093 2.85232 -0.06 -0.03 -0.01
N -1.93489 1.74448 1.70102 0.09 -0.09 -0.07
H 0.85869 -1.45948 3.64241 -0.03 -0.02 -0.01
H 1.76429 -0.11306 3.68623 -0.01 -0.05 0.00
H 1.07025 -0.24687 5.87365 0.01 0.03 -0.02
H -0.47290 -0.94368 5.35153 0.01 -0.01 -0.01
H -0.06794 1.80322 6.04684 -0.01 0.02 0.00
H -1.51201 1.04105 5.36137 -0.02 0.00 -0.01
H 0.68014 2.29230 3.90620 0.00 -0.01 -0.03
H -0.60760 3.78827 3.05987 -0.01 0.01 0.03
H -1.49779 3.55592 4.56902 -0.01 0.02 -0.01
H -2.95996 3.43960 2.49450 0.00 0.00 0.00
H -3.03121 1.97016 3.45985 -0.01 -0.02 0.04
H -1.71296 2.31629 0.89032 0.02 0.00 0.03
H -2.72118 1.13738 1.47367 -0.04 -0.01 -0.01
Te 2.00775 -2.13001 -1.67325 -0.06 -0.06 -0.04
C 1.34563 -1.48670 -3.57087 0.05 0.01 0.04
C 2.24901 -1.26954 -4.59607 0.02 0.01 -0.02
C 1.75677 -0.80284 -5.81223 -0.03 0.00 0.01
N 0.47421 -0.53757 -6.03046 0.01 -0.02 0.01
C -0.38545 -0.77735 -5.04209 0.03 0.02 0.02
C -0.00632 -1.26057 -3.79703 -0.06 -0.01 -0.02
C 0.96975 -0.58157 -0.66557 -0.02 0.05 -0.01
P 1.09719 0.94244 -1.26064 0.01 -0.03 0.02
C -0.21968 2.12413 -1.09368 0.02 0.03 0.01
C 0.03851 3.39879 -0.57967 0.00 0.03 -0.05
C -0.97304 4.34618 -0.57313 0.00 -0.02 -0.01
C -2.22706 4.03122 -1.09373 0.00 0.00 0.01
C -2.47887 2.76808 -1.61419 0.02 0.00 0.00
C -1.47507 1.80762 -1.61734 -0.01 -0.01 -0.01
C 2.25810 1.41216 -2.50076 -0.05 0.06 -0.07
C 3.61744 1.11697 -2.36067 0.00 0.01 0.03
C 4.49643 1.51467 -3.34897 0.01 -0.01 -0.02
C 4.02463 2.19272 -4.46996 -0.01 0.00 0.01
C 2.67442 2.48636 -4.60710 0.01 0.00 0.00
C 1.78306 2.10750 -3.61778 0.01 -0.03 0.03
P -0.10434 -1.07041 0.75200 0.16 -0.07 -0.01
C -1.47333 -1.87175 -0.10281 -0.01 -0.03 0.04
C -2.65605 -1.16109 -0.29777 0.02 0.00 -0.02
C -3.72256 -1.74022 -0.96340 0.00 0.05 0.00
C -3.61442 -3.03993 -1.43599 0.00 -0.05 0.00
C -2.44140 -3.75608 -1.24514 0.00 0.01 0.02
C -1.37125 -3.17873 -0.58103 -0.02 -0.01 -0.02
C 0.94667 -2.36011 1.48509 -0.12 -0.03 0.04
C 0.36300 -3.45249 2.12899 0.08 0.00 -0.01
C 1.16696 -4.33820 2.83869 0.00 -0.03 -0.01
C 2.53985 -4.14650 2.91060 -0.01 0.02 -0.02
C 3.12134 -3.05244 2.28065 -0.03 0.02 -0.01
C 2.32670 -2.15473 1.58171 0.04 0.03 0.03
H 3.31076 -1.43601 -4.46944 0.01 0.00 0.00
H 2.43464 -0.62394 -6.63907 0.00 0.01 -0.01
H -1.43057 -0.58310 -5.25733 0.00 0.00 -0.01
H -0.75375 -1.47187 -3.03891 0.00 0.00 -0.01
H 1.02317 3.65168 -0.20558 0.00 0.00 0.00
H -0.78110 5.33812 -0.18644 0.00 0.00 0.00
H -3.00565 4.78268 -1.10695 0.00 0.00 0.00
H -3.44757 2.53437 -2.03541 0.00 0.00 0.00
H -1.65913 0.82814 -2.04106 0.00 -0.01 0.01
H 3.97784 0.58498 -1.48920 0.00 0.00 -0.01
H 5.55187 1.30192 -3.24834 0.00 0.00 0.00
H 4.72006 2.50071 -5.23947 0.00 -0.01 0.00
H 2.31605 3.01086 -5.48199 0.00 0.00 0.00
H 0.72948 2.33594 -3.72151 0.00 0.01 0.00
H -2.75568 -0.15298 0.07715 0.00 -0.01 0.02
H -4.64364 -1.18767 -1.09290 0.00 -0.01 0.01
H -4.45361 -3.50416 -1.93626 0.00 0.00 -0.01
H -2.36798 -4.77778 -1.59148 0.01 0.00 -0.01
H -0.47505 -3.76070 -0.41768 0.00 0.02 0.00
H -0.70764 -3.61617 2.09329 -0.03 0.01 -0.01
H 0.70867 -5.18527 3.33237 0.00 0.01 -0.01
H 3.15872 -4.84435 3.45838 -0.01 -0.01 0.00
H 4.19038 -2.89640 2.33892 0.00 0.01 -0.01
H 2.78753 -1.28338 1.12642 0.00 0.00 0.01
Se -2.96637 -0.74056 3.59724 0.02 0.07 0.03
C -2.91574 -2.40475 2.85790 -0.01 -0.02 -0.03
N -2.86857 -3.45839 2.38297 0.00 0.02 -0.01
```
Positions in Å, forces in eV/Å.

Output
E_LUMO = -6.974 eV
E_HOMO = -12.073 eV
Electronic energy = -138795.8198 eV
Energy above the lowest of the compared OMol25 structures with the same formula, charge and spin = 0.518 eV
Charge = +2
Orbital gap = 5.099 eV

These are the Mulliken partial charges, in e, on atoms 1 to 8:
1. Pt 1.519
2. N -0.587
3. C -0.622
4. C -0.560
5. N -0.446
6. C -0.667
7. C -0.683
8. N -0.420

=====

Record 2
C35H37NO3P2Pb | wB97M-V/def2-TZVPD

Geometry as XYZ:
```
79
Properties=species:S:1:pos:R:3:forces:R:3
Pb 0.35452 -0.77368 5.71625 -1.95 0.65 2.13
C -2.31265 -0.09617 6.88968 0.56 -0.06 1.21
C -2.38906 -0.39085 5.58601 0.85 -0.87 -1.43
C -2.69641 0.57877 4.47358 -0.30 0.25 -0.62
C -1.52392 1.34128 3.75655 -0.57 -0.14 -0.07
C -0.40835 1.85681 4.63477 0.48 -0.71 -1.62
C -0.55611 2.32835 5.86325 0.74 -0.03 1.96
C -1.84108 2.46990 6.60762 -1.00 0.37 0.43
C -2.39214 1.27392 7.45855 0.15 0.58 0.47
C 2.34045 0.30597 5.86693 1.84 0.00 -0.08
H -2.14027 -0.87922 7.64905 -0.23 0.23 -0.55
H -2.27647 -1.44858 5.25030 -0.53 0.58 0.48
H -3.42538 1.31733 4.83159 0.14 -0.34 -0.13
H -3.19395 -0.01549 3.68801 0.02 0.40 0.27
H -1.11161 0.68825 2.97185 0.05 0.10 0.22
H -1.98006 2.17957 3.18952 0.24 -0.34 0.30
H 0.57535 1.92771 4.12127 -0.56 0.02 0.51
H 0.33064 2.66400 6.44710 -0.56 -0.23 -0.65
H -2.64458 2.78168 5.93176 0.32 0.14 0.01
H -1.70329 3.28828 7.33477 -0.13 -0.27 -0.35
H -1.87347 1.30658 8.42642 -0.21 -0.29 -0.31
H -3.45398 1.47555 7.70283 0.35 0.04 -0.17
H 2.68077 -0.16452 6.81145 -0.17 0.35 -0.54
H 2.40053 1.40078 5.82683 -0.41 -0.50 0.09
H 2.65352 -0.21506 4.94063 0.39 0.49 0.54
P 0.15215 -2.49821 -3.40140 -0.26 -0.69 -0.02
P 2.23480 0.50069 -3.68200 -0.46 2.23 -1.04
C -0.27406 -0.85715 -4.04089 0.50 2.12 -0.04
C 0.47229 0.29015 -4.02299 -1.73 -2.10 -0.36
C -0.78591 -3.63886 -4.51868 0.25 -0.29 -0.31
C -1.96071 -3.27475 -5.19707 0.10 -0.34 -0.10
C -2.61390 -4.19222 -6.03093 0.11 0.08 0.13
C -2.11500 -5.48675 -6.19135 0.32 0.15 0.27
C -0.94604 -5.86345 -5.51314 -0.25 0.17 -0.04
C -0.28167 -4.94785 -4.69381 -0.22 0.34 0.06
C -0.89711 -2.53090 -1.87668 0.06 0.49 0.13
C -0.50458 -1.65604 -0.84344 -0.35 -0.28 0.02
C -1.23477 -1.60499 0.34492 -0.13 -0.26 -0.25
C -2.35978 -2.42892 0.50965 0.24 0.03 -0.19
C -2.75420 -3.29489 -0.51649 0.22 0.12 0.06
C -2.02859 -3.34559 -1.71188 0.16 0.16 0.18
C 2.75156 1.31147 -5.28235 0.02 -0.83 0.20
C 2.73041 0.49640 -6.43316 0.09 0.04 -0.33
C 3.09499 1.01488 -7.67764 -0.15 -0.02 0.26
C 3.49454 2.35483 -7.79088 -0.06 -0.24 0.22
C 3.51784 3.17073 -6.65543 -0.19 -0.19 0.37
C 3.14559 2.65470 -5.40668 0.38 0.27 -0.03
C 2.28039 1.93824 -2.52758 0.53 -0.35 0.68
C 3.38240 2.02617 -1.64862 -0.28 0.09 -0.22
C 3.48216 3.08430 -0.74418 -0.23 0.15 -0.07
C 2.47710 4.06194 -0.69218 0.14 -0.38 -0.15
C 1.38343 3.97719 -1.55808 0.05 -0.19 -0.14
C 1.28312 2.92386 -2.47734 0.05 0.01 0.25
H -1.30776 -0.78531 -4.41302 0.43 0.28 0.24
H -0.00888 1.22155 -4.36570 0.29 -0.44 0.07
H -2.38786 -2.28170 -5.08216 0.02 -0.21 -0.05
H -3.52190 -3.88696 -6.55580 0.30 -0.10 0.19
H -2.62879 -6.20016 -6.83981 0.18 0.26 0.23
H -0.55954 -6.87744 -5.62699 -0.06 0.33 0.04
H 0.62832 -5.24725 -4.17051 -0.21 0.06 -0.18
H 0.36641 -1.01199 -0.99064 -0.20 -0.18 0.12
H -0.92573 -0.92808 1.14445 -0.11 -0.16 -0.24
H -2.92339 -2.39585 1.44440 0.12 -0.03 -0.31
H -3.62464 -3.94240 -0.38792 0.28 0.26 -0.04
H -2.35086 -4.01314 -2.51181 0.13 0.17 0.23
H 2.40941 -0.54379 -6.34569 0.16 0.24 -0.10
H 3.06967 0.37693 -8.56292 0.00 0.19 0.31
H 3.78980 2.75640 -8.76263 -0.09 -0.14 0.34
H 3.83417 4.21351 -6.73664 -0.18 -0.36 0.06
H 3.15692 3.30919 -4.53472 0.08 -0.20 -0.23
H 4.16396 1.26493 -1.69027 -0.18 0.22 0.07
H 4.34319 3.15349 -0.07746 -0.25 -0.04 -0.22
H 2.55166 4.88352 0.02369 -0.03 -0.26 -0.27
H 0.59734 4.73476 -1.52132 0.28 -0.24 -0.06
H 0.42917 2.88149 -3.15053 0.17 0.08 0.20
O -0.49751 -0.96225 10.11515 0.92 1.51 -2.42
N 0.08686 -0.02063 9.52368 0.05 -0.12 3.06
O 0.56893 0.92974 10.19726 -0.87 -1.72 -2.74
O 0.20162 -0.01474 8.18160 0.38 -0.10 0.08
```
Positions in Å, forces in eV/Å.

Output
E_LUMO (alpha / beta) = -8.985 / -8.736 eV
E_HOMO (alpha / beta) = -13.223 / -12.861 eV
Electronic energy = -68328.2157 eV
Charge = +2
Orbital gap (alpha / beta) = 4.238 / 4.125 eV

These are the Mulliken partial charges, in e, on atoms 1 to 8:
1. Pb 1.331
2. C -0.492
3. C -0.726
4. C -0.650
5. C -0.108
6. C -0.966
7. C 0.081
8. C -0.906

=====

Record 3
C35H38AsF3N3O13PS2Ti | wB97M-V/def2-TZVPD

Geometry as XYZ:
```
97
Properties=species:S:1:pos:R:3:forces:R:3
Ti -0.32650 -0.00564 0.27236 0.70 0.74 -0.58
C 2.38212 -2.29687 -2.09040 0.10 0.07 -0.07
O 1.84649 -1.97871 -3.38195 -0.05 -0.08 0.15
C 1.18430 -0.81178 -3.58285 0.27 -0.13 -0.15
C 1.02002 -0.47827 -4.91795 0.08 0.07 -0.06
C 0.36984 0.68368 -5.32317 0.04 -0.03 0.04
C -0.12104 1.53349 -4.35659 -0.05 0.10 -0.13
C 0.00274 1.20353 -3.00669 -0.21 0.22 0.18
C -0.58784 2.10160 -2.03163 0.32 -0.18 -0.25
N -0.62205 1.90938 -0.77165 -0.54 0.03 0.25
N -1.24689 2.93016 -0.06204 0.13 0.05 -0.10
C -1.41998 2.58099 1.18199 -0.23 -0.05 -0.20
O -1.08523 1.46487 1.70248 0.20 0.06 -0.40
C -2.11729 3.59343 2.03274 0.18 -0.14 0.23
C -3.07241 4.45694 1.50498 0.01 0.04 0.02
C -3.70752 5.37704 2.32787 0.06 -0.04 0.06
C -3.38292 5.44687 3.68071 0.01 -0.02 -0.09
C -2.43039 4.58413 4.20699 0.02 0.00 -0.03
C -1.80722 3.65117 3.38682 -0.01 0.03 0.07
C 0.62330 0.01725 -2.58599 0.04 0.13 0.34
O 0.65260 -0.28392 -1.30438 0.24 0.00 -0.62
H 2.94710 -3.21611 -2.24064 0.03 -0.01 -0.05
H 1.59141 -2.46483 -1.36814 -0.01 -0.05 0.00
H 3.03634 -1.50291 -1.73078 0.03 0.04 -0.03
H 1.42056 -1.17734 -5.64369 -0.01 0.03 0.02
H 0.25938 0.90884 -6.37721 0.00 0.00 0.03
H -0.62317 2.45895 -4.62370 0.01 -0.06 0.00
H -1.04502 3.01474 -2.39947 0.02 0.16 -0.07
H -3.30522 4.38595 0.45003 0.00 0.02 0.03
H -4.45770 6.04333 1.91658 0.01 -0.02 0.00
H -3.87266 6.17367 4.31984 0.00 -0.03 -0.01
H -2.17760 4.63159 5.26098 -0.01 -0.01 -0.05
H -1.07963 2.94977 3.78131 -0.03 0.02 0.00
F -0.85213 -6.12494 -3.78038 0.00 -0.06 0.07
C -0.88056 -5.23990 -2.73406 -0.16 0.06 -0.07
F 0.37148 -5.22101 -2.25999 0.07 0.00 0.00
F -1.65301 -5.83011 -1.79819 0.04 -0.02 0.06
C -1.39751 -3.90541 -3.18176 0.02 0.14 0.05
C -1.95009 -3.81922 -4.44465 0.06 0.01 0.01
C -2.37549 -2.59488 -4.93787 -0.01 0.03 -0.06
C -2.17539 -1.49212 -4.12273 -0.02 0.03 0.21
N -1.66963 -1.54517 -2.89880 -0.35 -0.13 0.06
C -1.31689 -2.73591 -2.35412 0.35 -0.08 -0.13
S -0.74202 -2.77562 -0.73494 -0.37 -0.19 -0.09
H -2.02727 -4.70810 -5.05645 0.00 0.00 0.01
H -2.80698 -2.49736 -5.92717 0.02 0.01 0.07
H -2.43421 -0.49484 -4.47771 0.03 -0.06 0.04
O -2.04135 -2.46103 3.53614 0.20 0.00 -0.45
As -1.42395 -0.85025 3.16423 -0.05 -0.45 1.03
O -0.59370 -0.38933 4.48843 -0.11 0.20 -0.30
O -0.53221 -1.11704 1.71444 -0.47 -0.27 1.22
C -3.06859 0.19920 3.00644 -0.05 -0.02 -0.86
C -3.41752 0.93877 4.11869 -0.02 -0.10 -0.01
C -4.50666 1.80413 4.05869 -0.13 0.02 -0.03
C -5.23683 1.94221 2.88895 0.03 0.04 0.15
C -4.90421 1.19137 1.76638 0.06 -0.17 0.00
C -3.83511 0.31834 1.83124 0.36 0.10 0.41
S -3.41841 -0.69413 0.43343 -0.19 0.16 -0.16
O -3.16859 -1.97687 1.02977 0.14 -0.20 0.01
O -4.50092 -0.63346 -0.50563 -0.02 0.30 -0.15
O -2.18020 -0.02328 -0.14093 -1.98 -0.43 -0.05
H -2.33113 -2.83248 2.68436 -0.10 0.04 0.11
H -2.81076 0.84096 5.01036 0.01 0.09 0.02
H -4.76671 2.39778 4.92678 0.01 0.00 0.00
H -6.06014 2.64516 2.84404 0.00 -0.02 0.01
H -5.46870 1.25574 0.84362 0.04 0.03 0.04
C 4.32073 -2.49347 1.68070 -0.03 0.17 -0.07
C 2.79801 -2.51745 1.79347 0.08 0.17 0.03
C 2.33859 -2.37859 3.23929 -0.03 0.15 -0.04
C 2.24329 -3.79121 1.19012 -0.08 -0.04 -0.14
O 2.23549 -1.43110 0.98362 0.01 -0.32 0.19
P 2.57569 0.10787 1.15726 0.20 0.31 -0.22
O 3.42455 0.42547 2.31767 0.02 0.25 0.27
O 1.23231 0.85914 1.01473 1.15 -0.57 0.26
O 3.37823 0.34115 -0.22090 0.00 0.18 -0.12
C 4.03468 1.58098 -0.55767 0.00 0.10 0.05
C 5.48114 1.46979 -0.09365 0.06 -0.03 0.10
C 3.36665 2.80250 0.07642 -0.15 -0.17 0.07
C 3.95062 1.68241 -2.07317 -0.03 -0.11 -0.06
H 4.73486 -3.37341 2.17935 0.00 0.01 -0.03
H 4.72372 -1.58920 2.14087 -0.02 -0.09 -0.01
H 4.61108 -2.50961 0.62508 -0.01 -0.04 0.08
H 2.82156 -3.14770 3.84808 -0.02 -0.01 -0.01
H 1.25905 -2.49817 3.30910 -0.04 -0.03 0.00
H 2.59324 -1.39595 3.63266 0.05 -0.03 0.02
H 2.51400 -4.63454 1.83093 0.00 0.00 -0.04
H 2.64322 -3.96271 0.18741 -0.03 0.00 0.06
H 1.15749 -3.73512 1.11199 0.02 -0.01 0.02
H 5.50340 1.35352 0.99262 0.01 0.01 -0.07
H 6.04545 2.36435 -0.37767 -0.03 -0.06 0.02
H 5.94918 0.59325 -0.54967 -0.01 0.05 0.01
H 3.41206 2.74833 1.16719 0.02 0.03 -0.09
H 2.31549 2.85900 -0.21522 0.06 0.03 -0.01
H 3.88438 3.70250 -0.26080 0.01 0.02 0.00
H 4.44538 0.82623 -2.54086 -0.03 0.05 0.02
H 4.42892 2.60350 -2.41828 -0.01 -0.05 0.00
H 2.90503 1.68215 -2.38805 0.03 0.03 -0.01
```
Positions in Å, forces in eV/Å.

Output
E_LUMO = 4.231 eV
E_HOMO = -1.990 eV
Electronic energy = -191077.1263 eV
Energy above the lowest of the compared OMol25 structures with the same formula, charge and spin = 0.614 eV
Charge = -2
Orbital gap = 6.221 eV

These are the Mulliken partial charges, in e, on atoms 1 to 8:
1. Ti -0.593
2. C 0.050
3. O -0.533
4. C -0.183
5. C -0.473
6. C -0.840
7. C -0.916
8. C 0.711

=====

Q: Which of these has the lowest electronic energy?
A: C35H38AsF3N3O13PS2Ti

=====

Q: Which of these has the lowest electronic energy?
A: C35H38AsF3N3O13PS2Ti

=====

Q: The highest electronic energy belongs to which entry?
A: C35H37NO3P2Pb

=====

Q: Which value of charge does entry 1 give?
A: +2